w.
15 unconnected molecules or ions with the total composition H30O15, computed with ωB97M-V/def2-TZVPD.

Each line ends with the Mulliken charge.
Geometry (Å):
H (-1.01285, 0.11694, 0.39743)  0.234
H (0.45853, 0.92125, 0.37396)  0.286
H (-1.14476, -3.13100, 3.34239)  0.322
H (-2.01723, -3.68094, 2.21281)  0.313
H (-0.33723, 1.73027, -3.19274)  0.457
H (-0.45604, 0.62264, -4.30491)  0.286
H (0.39054, 3.65396, -2.61843)  0.336
H (-0.06622, 3.40963, -1.33299)  0.164
H (-2.89702, -2.25289, 1.44368)  0.324
H (-4.08116, -2.07702, 0.50132)  0.298
H (-3.53055, 0.79218, -0.63542)  0.283
H (-3.60112, 1.14237, -2.04043)  0.297
H (1.07996, 0.06831, 2.65129)  0.292
H (0.07114, 0.86227, 3.31565)  0.215
H (2.60834, 0.61967, 1.38519)  0.290
H (2.71984, -0.64262, 0.58611)  0.295
H (-0.31800, -0.98153, 2.02584)  0.187
H (0.06252, -2.13766, 1.10278)  0.276
H (-0.88353, -2.90294, -3.63653)  0.258
H (-0.47841, -3.29003, -2.21838)  0.325
H (-0.26713, 3.88891, 0.92154)  0.321
H (-1.03404, 5.26824, 0.88660)  0.304
H (2.04927, 2.61683, -2.19577)  0.355
H (3.11720, 2.72878, -3.39633)  0.294
H (4.42508, 1.04306, -0.95986)  0.307
H (5.21726, -0.28734, -1.34949)  0.292
H (2.01503, -3.72795, -1.06013)  0.348
H (1.12222, -2.60466, -0.85357)  0.272
H (-1.08337, -0.32532, 5.31165)  0.335
H (-1.22954, -1.58257, 4.55499)  0.266
O (-0.51439, 0.88049, 0.04795)  -0.468
O (-2.06516, -3.45756, 3.20011)  -0.646
O (-0.89716, 1.00984, -3.51593)  -0.594
O (0.16573, 2.90962, -2.06112)  -0.648
O (-3.42631, -2.71481, 0.86498)  -0.614
O (-3.89310, 0.43948, -1.42544)  -0.596
O (0.57657, 0.83846, 2.48838)  -0.544
O (3.05074, 0.32467, 0.60239)  -0.573
O (-0.52549, -1.94067, 1.92730)  -0.481
O (-0.57826, -2.50856, -2.81633)  -0.571
O (-0.21520, 4.88030, 0.86628)  -0.639
O (2.12559, 2.62274, -3.12383)  -0.629
O (5.30696, 0.62661, -1.08041)  -0.616
O (1.43101, -3.11093, -1.62982)  -0.621
O (-1.44026, -0.66053, 4.43723)  -0.590

LUMO level in eV: -0.89
Frontier orbital gap in eV: 9.03
HOMO energy in eV: -9.92



x.
15 unconnected molecules or ions with the total composition H30O15, computed with ωB97M-V/def2-TZVPD.

Each line ends with the Mulliken charge.
Geometry (Å):
O (0.99842, -1.79211, -3.37810)  -0.662
H (0.16331, -1.89076, -3.93769)  0.323
H (0.99818, -2.42429, -2.62289)  0.301
O (1.90718, 1.03723, 2.57548)  -0.636
H (2.41384, 0.26051, 2.82029)  0.354
H (2.77435, 1.60641, 2.27871)  0.320
O (2.07393, 0.80881, -2.80752)  -0.643
H (1.69214, -0.19388, -3.12331)  0.363
H (1.59811, 1.49779, -3.46182)  0.290
O (0.02198, -3.65002, 2.82410)  -0.631
H (-0.86058, -3.89296, 2.91930)  0.324
H (-0.06568, -2.86538, 3.44520)  0.283
O (3.94585, 2.21649, -0.54420)  -0.611
H (3.18872, 2.01236, -1.08812)  0.276
H (3.62794, 3.12819, -0.24575)  0.309
O (0.25495, 2.62373, 1.34328)  -0.500
H (-0.47477, 2.20001, 1.68709)  0.193
H (0.46701, 3.40060, 1.98137)  0.269
O (-2.39468, -3.68444, 1.28958)  -0.644
H (-1.81977, -3.55599, 0.59540)  0.352
H (-2.18767, -2.84595, 1.68522)  0.294
O (2.44548, -0.73545, 1.18598)  -0.681
H (2.41950, -1.33918, 0.49083)  0.255
H (2.30584, 0.19584, 0.85177)  0.403
O (-2.18403, -0.28497, -2.21656)  -0.701
H (-2.26667, -0.15018, -1.28662)  0.233
H (-1.33991, 0.27183, -2.27075)  0.332
O (0.37363, -4.03467, 0.37502)  -0.644
H (0.01298, -4.86613, 0.75969)  0.297
H (0.57824, -3.49815, 1.07982)  0.379
O (-4.20009, 0.98918, 0.90489)  -0.580
H (-4.17460, 0.10813, 0.87912)  0.322
H (-3.55385, 1.16124, 0.31157)  0.286
O (-0.90491, -0.59841, 1.32896)  -0.422
H (-1.31080, 0.21412, 1.82616)  0.265
H (-0.45658, -0.91960, 2.06440)  0.176
O (-2.44217, 2.54153, -1.25943)  -0.645
H (-3.24516, 3.13210, -1.42187)  0.313
H (-2.67913, 1.76485, -1.87596)  0.374
O (0.79227, -0.16479, -0.87166)  -0.060
H (0.11362, -0.96043, -0.55228)  0.119
H (0.51386, 0.67509, -0.61886)  0.082
O (0.40531, 4.33406, -1.68712)  -0.610
H (0.67674, 4.49589, -0.75741)  0.302
H (-0.20234, 3.67175, -1.47535)  0.280

LUMO level in eV: -0.49
Frontier orbital gap in eV: 9.44
HOMO energy in eV: -9.93



y.
15 unconnected molecules or ions with the total composition H30O15, computed with ωB97M-V/def2-TZVPD.

Each line ends with the Mulliken charge.
Geometry (Å):
O (3.13926, -0.68225, 3.88253)  -0.607
H (2.40799, -0.59691, 3.27511)  0.288
H (3.60332, 0.15177, 3.89802)  0.304
O (-3.65076, -0.61930, 1.20125)  -0.570
H (-3.21770, -0.36006, 0.38276)  0.292
H (-3.39100, -1.51294, 1.41495)  0.285
O (2.07780, 4.07444, 1.94349)  -0.635
H (1.72806, 3.98350, 1.05317)  0.364
H (3.00530, 3.83724, 1.89529)  0.312
O (2.86891, 1.10026, -1.01357)  -0.587
H (2.14621, 0.69094, -0.49735)  0.330
H (3.42402, 0.75726, -0.28672)  0.335
O (-0.08435, -2.74710, -0.38328)  -0.566
H (-0.33160, -3.28555, 0.37006)  0.268
H (-0.68068, -2.87648, -1.11880)  0.295
O (-2.46561, -1.33248, -3.27524)  -0.596
H (-2.70392, -1.14782, -4.19396)  0.276
H (-3.32750, -1.10240, -2.89897)  0.311
O (3.14187, -2.23839, -2.24854)  -0.644
H (2.69798, -1.44533, -1.94898)  0.358
H (3.90759, -2.10821, -2.80105)  0.301
O (-0.19222, 0.09275, 0.06424)  -0.636
H (-0.00681, 0.19652, 1.00483)  0.328
H (-0.41232, -0.83443, -0.07456)  0.290
O (-1.82386, -2.64057, 2.99727)  -0.616
H (-2.51658, -2.43230, 3.62867)  0.305
H (-1.78726, -3.58780, 2.85574)  0.318
O (0.60329, 3.19229, -0.64593)  -0.591
H (-0.35988, 3.34735, -0.62937)  0.316
H (0.56369, 2.78301, 0.22787)  0.240
O (-2.03260, 1.89350, 3.02128)  -0.634
H (-2.64866, 1.29830, 2.59278)  0.340
H (-2.40031, 2.75404, 3.21231)  0.304
O (1.83300, 2.55045, -3.05607)  -0.611
H (1.57223, 2.86628, -2.18647)  0.342
H (1.61233, 1.63595, -3.21127)  0.265
O (2.51495, -0.81813, 0.87589)  -0.602
H (2.86829, -1.52616, 0.31503)  0.311
H (1.58143, -0.90094, 0.65620)  0.269
O (-2.02968, 2.18602, -2.16220)  -0.656
H (-1.36034, 1.51717, -1.98640)  0.322
H (-1.70709, 2.77595, -2.84826)  0.314
O (-2.73322, -3.17618, -1.35507)  -0.594
H (-3.22311, -3.33393, -0.54843)  0.292
H (-2.21047, -2.37932, -1.39822)  0.271

LUMO level in eV: -0.49
Frontier orbital gap in eV: 9.68
HOMO energy in eV: -10.17



z.
15 unconnected molecules or ions with the total composition H30O15, computed with ωB97M-V/def2-TZVPD.

Each line ends with the Mulliken charge.
Geometry (Å):
O (3.87648, 1.18443, -0.89123)  -0.682
H (3.39243, 0.56262, -0.34703)  0.408
H (3.19114, 1.68355, -1.29444)  0.353
O (-2.91070, 1.53984, 1.37114)  -0.684
H (-2.15461, 1.81275, 0.83924)  0.350
H (-2.59527, 0.77176, 1.86737)  0.491
O (0.44951, 0.76440, -2.89835)  -0.822
H (1.18776, 0.49472, -3.40714)  0.323
H (0.37387, 0.34607, -2.05392)  0.539
O (-1.12162, 2.72232, -0.13336)  -0.691
H (-0.23268, 3.01543, -0.00971)  0.281
H (-1.40641, 2.77195, -1.02445)  0.270
O (-4.13735, -0.94373, 0.64661)  -0.671
H (-4.81204, -0.23476, 0.77750)  0.336
H (-3.44367, -0.56062, 0.14372)  0.394
O (-1.30045, -2.80790, 0.05603)  -0.683
H (-1.89738, -3.55965, 0.21320)  0.254
H (-0.45680, -3.12519, 0.49669)  0.335
O (-1.43688, -0.57993, 2.08879)  -0.733
H (-1.62911, -1.11583, 2.87989)  0.279
H (-1.53234, -1.22146, 1.40724)  0.148
O (3.09978, 0.18046, 1.63582)  -0.629
H (3.88601, 0.53736, 2.12789)  0.286
H (2.41085, 0.85867, 1.72804)  0.392
O (2.64266, -2.13185, -0.19985)  -0.680
H (1.80783, -1.91186, 0.31481)  0.346
H (3.38436, -1.90608, 0.40430)  0.292
O (0.25410, -0.19760, -0.42447)  -0.125
H (0.48351, 0.67129, -0.11963)  0.150
H (-0.68124, -0.17889, -0.63159)  0.215
O (-2.43227, -0.03858, -1.25390)  -0.623
H (-3.01640, 0.72662, -1.27223)  0.253
H (-2.96154, -0.74597, -1.59516)  0.262
O (1.06478, -1.83335, 2.04375)  -0.792
H (0.20986, -1.37550, 1.93675)  0.634
H (1.64835, -1.09847, 2.16510)  0.272
O (2.06574, 2.82276, -2.27732)  -0.688
H (2.34635, 3.07443, -3.11160)  0.254
H (1.29398, 2.22545, -2.40460)  0.428
O (-0.10521, -2.68475, -2.31985)  -0.603
H (-0.44001, -3.29743, -2.96788)  0.268
H (-0.67374, -2.67773, -1.51749)  0.376
O (0.95668, 1.65091, 2.01747)  -0.566
H (0.31737, 1.29632, 2.60204)  0.226
H (1.03432, 2.51303, 2.39182)  0.255

LUMO level in eV: -0.19
Frontier orbital gap in eV: 9.51
HOMO energy in eV: -9.71



Most stable one: z, least stable one: x.